No. 1
86
Properties=species:S:1:pos:R:3:forces:R:3:lowdin_charge:R:1 method="wB97M-V/def2-TZVPD" homo_energy_ev=-12.638 multiplicity=1 homo_lumo_gap_ev=1.4 total_charge=+2
C 0.558457 3.388985 3.353960 0.218 0.358 0.174 -0.029
C -0.633536 2.929945 4.140142 -0.019 0.199 0.161 -0.418
O -1.588233 2.214292 3.502184 -0.283 -0.085 0.026 -0.063
C -1.332891 0.807678 3.366083 0.212 0.102 0.135 -0.136
C -2.544032 0.003035 3.741875 -0.332 0.110 -0.042 -0.184
O -3.742488 0.418878 3.146612 -0.020 0.274 -0.062 -0.097
C -3.944313 -0.039775 1.820397 0.836 -0.462 0.191 -0.160
C -4.975592 -1.139900 1.801257 -0.655 0.022 0.046 -0.149
O -5.783663 -1.135515 0.632134 -0.085 0.171 0.304 -0.087
C -5.417719 -2.165941 -0.247248 0.071 -0.075 -0.157 -0.161
C -4.098832 -1.822456 -0.845198 0.100 -0.131 -0.360 -0.121
C -2.967075 -2.442716 -0.434023 -0.789 0.040 0.144 0.058
C -1.710368 -2.072611 -0.938271 0.561 -0.139 0.007 -0.166
N -0.611972 -2.713492 -0.531734 -0.273 0.010 0.213 0.223
C 0.545117 -2.315033 -1.018472 -0.311 0.008 0.200 -0.152
C 1.715658 -3.092789 -0.613569 0.038 -0.616 -0.377 -0.128
C 2.438990 -2.530775 0.599596 -0.097 0.438 -0.350 -0.158
C 3.860846 -3.021568 0.676479 0.030 0.648 -0.245 -0.206
N 4.677470 -2.473437 -0.416747 0.362 -0.566 0.653 -0.013
C 5.437169 -1.302172 0.028192 -0.528 -0.018 -0.229 -0.159
C 6.248867 -0.706137 -1.063734 -0.147 -0.044 -0.185 -0.141
C 5.691215 -0.389809 -2.293925 -0.198 -0.044 0.099 -0.027
C 6.429273 0.202026 -3.288540 -0.455 -0.098 0.030 -0.065
C 7.758328 0.478140 -3.074557 0.244 0.028 0.018 -0.046
C 8.337789 0.145132 -1.869776 0.339 0.355 -0.351 0.007
C 7.594963 -0.436693 -0.880997 0.297 -0.345 0.495 -0.269
O 8.226265 -0.734076 0.309261 -0.086 0.178 0.134 0.047
C 0.630511 -1.203251 -1.932680 -0.009 0.097 0.085 -0.177
C 1.917387 -0.688383 -2.454765 -0.014 0.238 -0.457 -0.051
C 2.098537 0.783960 -2.153100 1.437 -1.406 -0.222 -0.376
C 2.537252 1.128140 -0.807137 -2.730 1.903 1.341 0.019
O 1.159069 1.379194 -1.427130 -1.400 1.162 0.722 -0.048
N -0.431057 -0.615482 -2.371267 -0.567 0.050 -0.197 0.228
C -1.640718 -1.028585 -1.887541 0.804 0.080 -0.331 -0.153
C -2.793275 -0.422027 -2.322424 0.251 0.331 -0.321 0.078
C -4.027733 -0.781611 -1.838087 -0.231 -0.013 0.324 -0.089
C -5.242214 -0.107918 -2.355033 -0.064 -0.040 0.572 -0.170
C -5.160380 1.425880 -2.493693 0.065 -0.048 -0.177 -0.402
S -6.624691 2.179457 -1.743176 -0.752 -1.035 -0.363 1.088
C -5.955587 3.547795 -0.991374 -0.011 -0.090 -0.451 -0.734
N -5.779566 4.699406 -1.525654 -0.168 -0.057 -0.620 0.086
N -5.226067 5.486021 -0.553984 0.107 0.664 -0.249 0.083
C -5.127710 4.737089 0.465849 0.420 0.242 0.894 -0.197
O -5.557534 3.483437 0.298203 -0.020 0.070 0.020 0.060
H 1.252725 2.588425 3.167714 0.171 -0.390 -0.167 0.096
H 1.088221 4.142791 3.932219 0.290 0.205 0.233 0.076
H 0.260736 3.869328 2.440689 -0.206 0.066 -0.498 0.105
H -1.176506 3.885225 4.475451 -0.278 0.152 -0.249 0.059
H -0.267252 2.423966 5.074987 0.005 -0.184 0.189 0.098
H -0.532416 0.516252 4.034769 0.337 -0.119 0.311 0.133
H -0.973620 0.605463 2.369720 -0.078 0.110 -0.612 0.129
H -2.313336 -1.030004 3.504675 0.044 -0.457 -0.017 0.138
H -2.682014 0.072638 4.810179 -0.198 0.020 0.385 0.137
H -4.207044 0.763231 1.159062 -0.469 0.630 -0.136 0.128
H -3.005975 -0.439089 1.443720 0.336 0.004 -0.200 0.106
H -5.624577 -1.020279 2.653798 -0.350 0.224 0.287 0.140
H -4.507128 -2.108271 1.910635 0.205 -0.359 0.110 0.121
H -5.379549 -3.121402 0.261490 0.050 -0.318 0.161 0.138
H -6.165595 -2.243734 -1.016176 -0.485 -0.022 -0.206 0.136
H -3.025184 -3.219320 0.298059 0.105 -0.472 0.284 0.135
H 1.361379 -4.085119 -0.392996 -0.111 -0.479 0.192 0.130
H 2.387236 -3.185368 -1.455372 0.505 0.130 -0.176 0.123
H 2.473469 -1.452687 0.520679 0.033 0.466 0.031 0.084
H 1.882388 -2.753823 1.494720 -0.207 -0.208 0.398 0.121
H 4.256625 -2.658032 1.616547 0.227 -0.179 0.541 0.118
H 3.885854 -4.098122 0.659649 0.079 -0.447 -0.011 0.129
H 5.372053 -3.186025 -0.599637 0.017 -0.068 -0.598 0.126
H 6.070321 -1.525687 0.876068 0.207 -0.129 0.364 0.120
H 4.721646 -0.562245 0.372418 -0.261 0.294 0.158 0.122
H 4.659741 -0.620229 -2.467833 -0.332 -0.080 -0.038 0.084
H 5.958156 0.446711 -4.215620 -0.140 0.116 -0.478 0.106
H 8.328740 0.930661 -3.855190 0.399 0.232 -0.295 0.112
H 9.372748 0.330250 -1.679308 0.482 0.101 0.055 0.126
H 8.386979 -1.678715 0.360268 0.110 -0.182 0.078 0.117
H 2.778532 -1.199862 -2.065113 0.261 -0.527 -0.145 0.083
H 1.855063 -0.732245 -3.532609 0.200 -0.506 -0.393 0.143
H 2.541260 1.358872 -2.926923 0.342 0.467 -0.864 0.148
H 2.190301 0.601646 0.062680 0.980 -1.162 0.187 0.089
H 2.756930 2.141293 -0.525399 1.453 0.153 -0.294 0.110
H -2.706443 0.341724 -3.064491 0.110 0.429 -0.352 0.140
H -6.059452 -0.347584 -1.695873 -0.417 -0.065 0.108 0.077
H -5.475174 -0.542126 -3.316419 -0.169 -0.166 -0.488 0.149
H -5.127500 1.700751 -3.531822 -0.026 0.163 -0.479 0.086
H -4.280321 1.852060 -2.044186 0.344 0.075 0.384 0.084
H -4.732364 5.017648 1.401210 0.273 0.145 0.889 0.125
Be -0.545568 4.164693 5.975173 0.015 -0.130 0.106 0.832


No. 2
51
Properties=species:S:1:pos:R:3:forces:R:3:lowdin_charge:R:1 method="wB97M-V/def2-TZVPD" homo_energy_ev=-7.897 multiplicity=1 homo_lumo_gap_ev=6.0 total_charge=0 de_lowest_ev=0.000
Mg 1.401605 1.756762 2.101940 0.097 -1.075 0.327 0.657
Mg -2.161292 -1.277035 1.595840 -0.612 -0.372 -0.048 0.573
Mg -1.578986 1.425277 -1.925614 -0.859 -1.315 0.495 0.684
S 0.504026 -0.324189 -0.131539 -1.227 -1.326 -0.309 0.435
O 1.346375 0.536509 0.719871 0.771 -0.510 -0.909 -0.347
O -0.118042 0.550467 -1.151886 1.309 -0.124 0.240 -0.334
O 1.337508 -1.344275 -0.768500 -0.130 0.490 -0.004 -0.324
O -0.544445 -0.983329 0.650135 1.845 0.718 -0.670 -0.296
S -1.474803 0.574982 3.239618 -2.058 0.013 1.542 0.381
O -2.006063 1.188437 4.433624 0.047 -0.012 -0.588 -0.285
O -0.169317 1.187032 2.939933 0.525 0.463 0.016 -0.361
O -1.385000 -0.892403 3.324529 1.111 -0.657 1.280 -0.317
O -2.390523 0.671552 2.037504 0.210 1.593 -0.126 -0.362
S -3.741907 -1.026775 -1.264557 -0.949 -0.143 -0.012 0.329
O -3.655038 -2.208284 -2.112144 0.485 -0.129 0.012 -0.335
O -3.177167 -1.320809 0.081057 -0.988 -0.259 -0.389 -0.370
O -2.816840 0.021875 -1.805581 0.420 0.541 -1.213 -0.415
O -5.078010 -0.484347 -1.155091 0.089 0.076 0.023 -0.324
O -0.357794 3.134689 -1.871120 -0.217 1.028 -0.253 -0.018
H -0.799923 3.945784 -2.164460 0.141 0.026 0.109 0.108
H 0.571684 3.256672 -2.098409 -0.013 -0.406 -0.186 0.107
O 4.132712 -0.094201 -0.403750 0.053 0.767 0.090 -0.048
H 4.391905 0.071616 -1.315614 -0.041 -0.335 -0.050 0.035
H 3.177806 0.063147 -0.375106 0.045 -0.400 0.038 -0.015
O -1.089914 -3.387177 -1.187355 0.420 0.031 -0.021 -0.049
H -0.370904 -2.742950 -1.141939 -0.005 -0.031 -0.183 0.009
H -1.794909 -2.948897 -1.703515 -0.355 -0.099 0.318 0.026
O -2.366606 2.067076 -0.167224 0.385 1.076 0.194 -0.060
H -2.188602 1.437924 0.584602 -0.329 -0.128 0.232 0.036
H -3.053052 2.647073 0.173977 -0.198 -0.222 -0.117 0.100
O 0.321539 3.124010 1.211115 -0.585 1.466 0.050 -0.015
H 0.166979 3.486540 0.331926 0.012 -0.335 -0.086 0.071
H -0.404044 3.452671 1.761340 -0.117 -0.302 -0.087 0.109
O 2.559187 0.462527 3.268936 0.527 0.426 0.453 0.000
H 2.610404 -0.502053 3.245616 -0.276 0.036 -0.308 0.116
H 3.035628 0.727292 4.063617 -0.054 -0.157 0.029 0.095
O -1.783147 -3.200973 1.534137 0.548 -1.001 0.295 -0.021
H -1.230904 -3.356247 0.740888 -0.460 0.048 -0.394 0.053
H -2.091500 -4.067821 1.803838 -0.170 0.103 0.093 0.101
O 2.954204 -2.105450 -2.948308 -0.036 0.038 0.136 -0.066
H 2.417405 -2.012104 -2.139160 0.234 0.060 -0.295 -0.010
H 2.693989 -1.358752 -3.493275 -0.077 -0.035 -0.011 0.016
O 2.499623 -3.544127 0.558230 -0.136 0.106 0.109 -0.068
H 2.025645 -2.745512 0.266937 0.204 -0.251 -0.051 -0.016
H 2.152855 -4.249452 0.003547 0.001 0.024 0.003 0.034
O -0.958758 0.886528 -3.851232 0.201 0.446 -0.435 -0.010
H -0.802736 -0.039449 -4.080241 -0.258 -0.081 0.346 0.110
H -0.883856 1.378028 -4.675465 -0.068 -0.064 0.008 0.091
O 3.059845 2.577947 1.234141 0.562 0.776 0.382 -0.010
H 3.766910 3.030193 1.709563 0.039 -0.096 -0.074 0.104
H 3.346263 2.554021 0.314623 -0.066 -0.487 -0.004 0.094